(i)
DFT (wB97M-V/def2-TZVPD) results for a cluster of 2 separate species, C4H6 in total.

LUMO = 1.15 eV
Kohn-Sham gap = 11.438 eV
Structure (SMILES) = C#C.C=C

Element x y z (Å)
C 2.7580 0.4913 0.3026
C 3.1945 -0.5378 -0.1544
C -1.6499 0.5057 -0.3103
C -2.3656 -0.4602 0.1741
H 2.5019 1.6321 0.0743
H 3.3504 -1.5808 -0.1783
H -1.0543 0.3736 -1.1579
H -1.5537 1.4456 0.2337
H -2.2551 -1.4426 -0.1552
H -2.9261 -0.4269 1.1713

Mulliken atomic charge list, values in e, 8 entries:
1 C -0.25
2 C -0.31
3 C -0.41
4 C -0.46
5 H 0.24
6 H 0.32
7 H 0.24
8 H 0.19

(ii)
DFT (wB97M-V/def2-TZVPD) results for an isolated molecule of C4H6.

LUMO = 1.18 eV
Kohn-Sham gap = 10.190 eV
Structure (SMILES) = C=CC=C

Element x y z (Å)
C -1.7906 -0.1432 -0.0477
C -0.6838 0.4996 0.0058
C 0.5493 -0.3871 -0.1382
C 1.8334 0.0682 -0.0591
H -2.7043 0.3224 -0.0581
H -1.5833 -1.2083 0.2321
H -0.5239 1.5347 -0.1346
H 0.2123 -1.3751 -0.1172
H 2.0064 1.1210 0.0765
H 2.6845 -0.4322 0.2406

Mulliken atomic charge list, values in e, 8 entries:
1 C -0.74
2 C -0.04
3 C -0.04
4 C -0.83
5 H 0.35
6 H 0.16
7 H 0.34
8 H 0.27

(iii)
DFT (wB97M-V/def2-TZVPD) results for an isolated molecule of C4H6.

LUMO (spin up / spin down) = -0.78 / -0.78 eV
Kohn-Sham gap (spin up / spin down) = 7.476 / 7.463 eV

Element x y z (Å)
C 1.2205 -0.4452 0.5261
C -0.0781 0.2743 0.6212
C -1.0308 0.3923 -0.3447
C -0.9252 -0.3188 -1.5861
H 2.0227 0.2912 0.6724
H 1.3377 -0.9312 -0.4439
H 1.3173 -1.1780 1.3385
H -0.2539 0.8102 1.5584
H -1.8672 1.0494 -0.1016
H -1.7430 0.0559 -2.2403

Mulliken atomic charge list, values in e, 8 entries:
1 C -1.00
2 C 0.09
3 C -0.16
4 C -0.67
5 H 0.28
6 H 0.38
7 H 0.27
8 H 0.31

(ii) has the most favorable energy; the next structure is 165.3 kJ/mol above.

(i)
DFT (wB97M-V/def2-TZVPD) results for an isolated molecule of C5H11N3.

LUMO = 0.65 eV
Kohn-Sham gap = 8.554 eV
Structure (SMILES) = N[C@]12CNC[C@]1(N)C2

Element x y z (Å)
C 0.7605 0.3185 0.5177
C -0.0400 -0.7135 1.2629
C -0.4534 -0.8284 -1.0996
C -0.3969 0.5796 -0.3883
C 0.6239 1.7218 -0.0111
H 1.9242 -1.3270 -0.2531
H 2.3950 0.1954 -1.0104
H -1.1264 -0.1561 1.4922
H 0.2974 -1.3569 2.0183
H -1.4109 -2.1245 0.0437
H -1.4230 -0.5664 -1.6385
H 0.2544 -1.1099 -1.9891
H -1.9083 2.1460 0.2397
H -2.4500 0.0814 -0.4979
H 0.1531 2.6073 0.4344
H 1.3964 2.1515 -0.5650
N 2.1306 -0.2271 -0.1616
N -0.4662 -1.6626 0.0828
N -1.8168 0.8884 0.0840

Mulliken atomic charge list, values in e, 8 entries:
1 C 0.68
2 C -0.82
3 C -1.10
4 C 1.03
5 C -1.21
6 H 0.32
7 H 0.25
8 H 0.46

(ii)
DFT (wB97M-V/def2-TZVPD) results for an isolated molecule of C5H11N3.

LUMO = 1.07 eV
Kohn-Sham gap = 10.081 eV
Structure (SMILES) = C=C[C@H](N)[C@@H](N)N=C

Element x y z (Å)
C 0.6814 -0.0724 -0.4720
C -0.2267 0.8545 0.3041
N 0.3560 -1.4589 -0.4239
N -1.6313 0.6163 0.1056
C 0.2677 0.5121 1.8956
C 0.8693 -0.1152 -2.9622
C -0.4212 -0.2826 2.7170
N 0.3817 0.5826 -2.0180
H 1.7416 0.1195 -0.3049
H 0.0304 1.9038 0.1613
H 0.8091 -1.9047 0.3676
H -0.6514 -1.5792 -0.3362
H -2.1483 1.4831 0.2131
H -1.7814 0.2877 -0.8488
H 1.1328 1.0605 2.2620
H 1.4115 -1.0710 -2.8087
H 0.7178 0.1779 -4.0162
H -1.3228 -0.7904 2.3810
H -0.2162 -0.3237 3.7836

Mulliken atomic charge list, values in e, 8 entries:
1 C -0.51
2 C 0.32
3 N -0.57
4 N -0.68
5 C -0.46
6 C -0.29
7 C -0.72
8 N -0.46

(iii)
DFT (wB97M-V/def2-TZVPD) results for an isolated molecule of C5H11N3.

LUMO = 0.90 eV
Kohn-Sham gap = 8.313 eV
Structure (SMILES) = C=C(NN)/C(N)=C\C

Element x y z (Å)
C -1.8049 0.2368 -1.3780
N -0.6022 -0.8188 0.8983
C 0.6822 -0.6866 0.2812
C 0.6217 0.5389 -0.4761
N -0.8904 -0.1021 2.0953
N 1.7093 1.4235 -0.4775
C -0.6901 0.9485 -0.6683
C 1.6513 -1.6214 0.3448
H -0.8589 -1.7894 1.0543
H -1.1188 0.8538 1.8247
H -0.0557 -0.0569 2.6868
H 1.8748 1.8858 -1.3630
H 2.5571 1.0232 -0.0977
H -0.8490 2.0298 -0.6715
H 2.4813 -1.5967 -0.3399
H 1.5607 -2.4778 0.9946
H -1.7143 -0.8443 -1.2594
H -2.7728 0.5755 -1.0047
H -1.7812 0.4781 -2.4440

Mulliken atomic charge list, values in e, 8 entries:
1 C -1.01
2 N 0.03
3 C 0.08
4 C 0.76
5 N -0.74
6 N -0.57
7 C -0.70
8 C -1.03

(ii) has the most favorable energy; the next structure is 63.3 kJ/mol above.

(i)
DFT (wB97M-V/def2-TZVPD) results for an isolated molecule of C3H6N2S2.

LUMO = 0.67 eV
Kohn-Sham gap = 9.271 eV
Structure (SMILES) = C=NS/C(C)=N/S

Element x y z (Å)
C 0.8752 1.8542 -0.0159
C 0.0626 0.5680 0.0270
C -2.0741 -1.7411 -0.0165
H 0.3544 2.8371 -0.1696
H 1.3484 1.9376 0.9226
H 1.7628 1.8146 -0.7097
H -0.9242 -1.9667 -0.2470
H -2.6753 -2.6442 0.1193
H 2.4620 -1.9132 -0.2096
N -2.5548 -0.5127 0.0509
N 0.6546 -0.5666 0.1643
S -1.6897 0.9502 0.0422
S 2.3982 -0.6171 0.0419

Mulliken atomic charge list, values in e, 8 entries:
1 C -1.42
2 C 0.83
3 C -0.11
4 H 0.33
5 H 0.44
6 H 0.35
7 H 0.18
8 H 0.29

(ii)
DFT (wB97M-V/def2-TZVPD) results for a structure of composition C3H6N2S2.

LUMO = 0.74 eV
Kohn-Sham gap = 8.754 eV

Element x y z (Å)
C -0.8925 -2.2078 1.1108
C 0.0478 -1.2193 0.5147
C -0.4446 1.4413 -0.6345
N -0.6898 -3.4328 1.0095
N 1.1877 -2.0429 0.0484
S 0.6084 -3.7164 0.0609
S -0.7973 -0.3142 -0.9474
H -1.7956 -1.8781 1.7735
H 0.3661 -0.4907 1.1792
H 0.5833 1.6277 -0.3727
H -1.1419 1.4974 0.2422
H -0.7239 2.1418 -1.4572
H 1.4931 -1.7981 -0.9158

Mulliken atomic charge list, values in e, 8 entries:
1 C -0.24
2 C 0.13
3 C -0.76
4 N -0.39
5 N -0.46
6 S 0.06
7 S -0.12
8 H 0.30

(ii) has the most favorable energy; the next structure is 48.4 kJ/mol above.

(i)
DFT (wB97M-V/def2-TZVPD) results for an isolated molecule of C3H6N2S2.

LUMO = 0.05 eV
Kohn-Sham gap = 7.659 eV
Structure (SMILES) = NC(N)=CC(=S)S

Element x y z (Å)
C -1.7595 -0.2867 0.1176
C -0.4246 -0.6908 0.2325
C 0.8687 -0.1266 0.0013
H -1.3731 1.7050 0.3647
H -3.0650 1.3161 -0.0154
H -2.2795 -2.1512 -0.3190
H -3.7444 -1.1692 -0.1453
H -0.4761 -1.7275 0.0398
H 2.0474 1.7362 0.2540
N -2.0897 0.9513 0.3548
N -2.6736 -1.1819 -0.3467
S 0.8159 1.6396 -0.1932
S 2.3169 -1.1065 0.0467

Mulliken atomic charge list, values in e, 8 entries:
1 C 0.88
2 C -0.89
3 C 0.19
4 H 0.17
5 H 0.27
6 H 0.25
7 H 0.25
8 H 0.20

(ii)
DFT (wB97M-V/def2-TZVPD) results for an isolated molecule of C3H6N2S2.

LUMO = -0.22 eV
Kohn-Sham gap = 8.163 eV
Structure (SMILES) = [H]/N=C/N(S)C(C)=S

Element x y z (Å)
C 0.3325 -1.7412 -0.5334
C 0.6684 -0.2107 -0.7605
C -0.8128 0.6232 0.9573
H 0.3593 -1.9374 0.5857
H 1.0924 -2.2835 -1.1495
H -0.7749 -2.0619 -1.0178
H 1.9557 2.0598 -0.6273
H -1.3583 -0.4141 1.0320
H -2.1802 0.9778 2.2267
N 0.3312 0.7674 0.1067
N -1.4160 1.4927 1.6312
S 1.2967 0.2820 -2.3070
S 0.5060 2.4459 -0.1442

Mulliken atomic charge list, values in e, 8 entries:
1 C -1.06
2 C 0.53
3 C 0.12
4 H 0.34
5 H 0.34
6 H 0.26
7 H 0.18
8 H 0.16

(iii)
DFT (wB97M-V/def2-TZVPD) results for an isolated molecule of C3H6N2S2.

LUMO = 0.67 eV
Kohn-Sham gap = 8.467 eV
Structure (SMILES) = NN=C1SCCS1

Element x y z (Å)
C 0.6562 -0.6502 -0.2599
C -1.8041 -0.3332 0.3337
C -1.4125 0.9515 -0.2627
H 3.7758 -0.6792 0.1856
H 2.6661 0.6941 0.2345
H -1.6743 -0.2801 1.4409
H -2.8439 -0.5625 0.1644
H -1.8765 1.7632 0.2621
H -1.7476 0.9757 -1.2767
N 2.8179 -0.2513 -0.0183
N 1.8222 -1.0909 -0.1254
S -0.7664 -1.6637 -0.3676
S 0.3870 1.1266 -0.3105

Mulliken atomic charge list, values in e, 8 entries:
1 C 0.51
2 C -0.65
3 C -0.51
4 H 0.23
5 H 0.13
6 H 0.30
7 H 0.38
8 H 0.38

(iii) has the most favorable energy; the next structure is 17.5 kJ/mol above.

(i)
DFT (wB97M-V/def2-TZVPD) results for the ion C3H2FO3 with charge -1.

LUMO = 4.23 eV
Kohn-Sham gap = 8.890 eV
Charge = -1
Structure (SMILES) = O=C([O-])[C@@]1(F)CO1

Element x y z (Å)
C -1.3786 0.5023 0.0113
C 1.1404 -0.0011 -0.1005
C -0.1511 -0.5590 0.1266
O -1.2612 1.0962 -1.0371
O -2.1482 0.5461 0.9680
O 1.0513 -0.4040 1.2410
F -0.4032 -1.8389 -0.3009
H 1.8655 -0.5328 -0.7519
H 1.2850 1.1912 -0.1564

Mulliken atomic charge list, values in e, 8 entries:
1 C 0.42
2 C -0.33
3 C 0.62
4 O -0.63
5 O -0.68
6 O -0.49
7 F -0.27
8 H 0.21

(ii)
DFT (wB97M-V/def2-TZVPD) results for a cluster of 2 separate species, C3H2FO3 in total.

LUMO (spin up / spin down) = 2.46 / 2.41 eV
Kohn-Sham gap (spin up / spin down) = 7.459 / 7.414 eV
Charge = -1

Element x y z (Å)
C -1.4465 0.5873 1.4069
C 2.3623 -1.0762 -1.6611
C -0.8063 0.3002 -0.0230
O -1.9317 -0.4349 1.8894
O -1.2951 1.7575 1.7920
O 0.1840 -0.3095 -0.2906
F -1.4868 0.9777 -1.0264
H 2.0621 -1.7891 -0.9643
H 2.3580 -0.0130 -1.1229

Mulliken atomic charge list, values in e, 8 entries:
1 C 0.53
2 C -0.40
3 C 0.49
4 O -0.65
5 O -0.66
6 O -0.47
7 F -0.24
8 H 0.23

(i) has the most favorable energy; the next structure is 206.8 kJ/mol above.

(i)
DFT (wB97M-V/def2-TZVPD) results for a cluster of 5 separate species, H9O5 in total.

LUMO = 4.03 eV
Kohn-Sham gap = 9.047 eV
Charge = -1

Element x y z (Å)
O -0.6684 -0.5166 -0.3515
H -0.3061 -1.3282 -0.7473
O -2.4447 0.7422 -1.7291
H -2.8173 1.1798 -0.9118
H -1.7534 0.0656 -1.1648
O -1.7169 -0.3098 2.6401
H -0.9278 0.0335 3.0417
H -1.5032 -0.3638 1.6746
O 1.4497 1.1896 -0.1557
H 0.7674 0.5676 -0.4155
H 1.3359 1.7912 -0.8904
O 3.3328 -1.1159 -0.3676
H 3.1218 -0.2006 -0.5143
H 2.4627 -1.6619 -0.3614

Mulliken atomic charge list, values in e, 8 entries:
1 O -1.04
2 H 0.15
3 O -0.79
4 H 0.27
5 H 0.42
6 O -0.70
7 H 0.29
8 H 0.38

(ii)
DFT (wB97M-V/def2-TZVPD) results for a cluster of 5 separate species, H9O5 in total.

LUMO = 3.21 eV
Kohn-Sham gap = 7.881 eV
Charge = -1

Element x y z (Å)
O -0.0150 -0.8189 -1.3124
H -0.0056 -1.1195 -2.2614
O 1.6421 2.3497 4.1865
H 1.2635 2.9692 3.5780
H 1.5282 1.4711 3.8267
O -1.6935 0.4744 -0.1060
H -1.2048 0.1846 -0.8574
H -1.2377 1.3272 0.2634
O 2.2710 0.0953 -2.0802
H 1.3828 -0.1544 -1.7538
H 2.0786 -0.4589 -2.8417
O -2.2388 -2.4963 -0.2125
H -1.6449 -2.1092 -0.8709
H -2.1257 -1.7144 0.4417

Mulliken atomic charge list, values in e, 8 entries:
1 O -1.18
2 H 0.16
3 O -0.65
4 H 0.32
5 H 0.34
6 O -0.70
7 H 0.43
8 H 0.27

(i) has the most favorable energy; the next structure is 73.3 kJ/mol above.

(i)
DFT (wB97M-V/def2-TZVPD) results for the ion H3NOPS with charge -1.

LUMO = 4.20 eV
Kohn-Sham gap = 6.241 eV
Charge = -1

Element x y z (Å)
N -0.9424 -0.6008 0.9096
O -0.7473 0.3589 -0.1530
P 0.8691 0.5490 -0.4963
S 0.4716 -1.5846 1.0119
H -1.2401 -0.0794 1.7571
H 0.4425 1.6386 -1.5054
H 1.1466 -0.2818 -1.5238

Charges obtained by Mulliken population analysis, quoted in units of e:
1 N -0.21
2 O -0.31
3 P 0.01
4 S -0.58
5 H 0.18
6 H -0.05
7 H -0.03

(ii)
DFT (wB97M-V/def2-TZVPD) results for a structure of composition H3NOPS.

LUMO = 4.01 eV
Kohn-Sham gap = 6.551 eV
Charge = -1

Element x y z (Å)
N 0.7581 -0.3917 1.2969
O -0.5583 -0.8151 1.0363
P -0.7332 0.4969 -0.7663
S 1.3790 0.3227 -0.2280
H 0.5720 0.4843 1.6929
H -1.0153 -0.7825 -1.0267
H -0.4023 0.6855 -2.0051

Charges obtained by Mulliken population analysis, quoted in units of e:
1 N -0.25
2 O -0.59
3 P 0.01
4 S -0.28
5 H 0.24
6 H -0.02
7 H -0.10

(i) has the most favorable energy; the next structure is 79.6 kJ/mol above.

(i)
DFT (wB97M-V/def2-TZVPD) results for a cluster of 2 separate species, C2H8N2O in total.

LUMO = 0.60 eV
Kohn-Sham gap = 8.292 eV
Structure (SMILES) = N/C=C/N.O

Element x y z (Å)
C -0.0664 0.7037 -1.0413
C 0.9144 0.6446 -0.1610
N 1.3006 -0.6026 0.4103
N -0.3378 1.9405 -1.6866
H -0.7238 -0.1199 -1.2010
H 1.1394 1.6735 0.3013
H 0.5504 -0.6660 1.1420
H 0.9774 -1.3144 -0.2381
H 0.5307 2.3104 -2.0312
H -0.9962 1.8002 -2.5222
H -1.8448 -2.5682 1.4908
H -1.4443 -2.4120 2.9269
O -1.2521 -2.0198 2.0349

Mulliken atomic charge list, values in e, 8 entries:
1 C -0.19
2 C -0.17
3 N -0.66
4 N -0.60
5 H 0.28
6 H 0.30
7 H 0.24
8 H 0.28

(ii)
DFT (wB97M-V/def2-TZVPD) results for a cluster of 2 separate species, C2H8N2O in total.

LUMO = 0.38 eV
Kohn-Sham gap = 9.314 eV
Structure (SMILES) = C=O.NCN

Element x y z (Å)
O 2.4416 -1.0392 -1.6966
C 1.2628 -1.3169 -1.9499
H 0.8233 -1.4117 -0.9453
H 0.6813 -1.6300 -2.8155
N 0.5594 1.0200 0.8293
C -0.7224 0.6678 1.3719
N -1.7117 0.0047 0.5536
H 0.5972 1.8711 0.2309
H 1.1900 0.2670 0.5925
H -1.1790 1.6154 1.7344
H -0.4839 0.1313 2.2887
H -1.2804 -0.7208 -0.0145
H -2.1782 0.5413 -0.1795

Mulliken atomic charge list, values in e, 8 entries:
1 O -0.44
2 C 0.09
3 H 0.06
4 H 0.27
5 N -0.45
6 C -0.46
7 N -0.57
8 H 0.20

(i) has the most favorable energy; the next structure is 35.4 kJ/mol above.